The following is a DFT calculation (ωB97M-V/def2-TZVPD) of a molecular structure, C22H32N7O2OsS at a distorted geometry.

```
65
Properties=species:S:1:pos:R:3:forces:R:3
Os 0.048898 0.063142 0.669935 -0.193 0.817 -1.816
S 1.835320 -1.561530 -0.981599 0.057 0.342 0.335
O 1.887359 1.668207 -0.523980 -0.052 0.004 0.307
O 4.142656 -2.426506 5.473022 0.241 -0.097 0.213
N -0.615309 -2.371048 -1.517928 -0.515 -0.917 -0.366
N 0.923333 -1.171444 1.914615 1.171 -1.533 2.073
N 1.090139 -3.772274 -2.196839 -0.276 -0.004 0.023
N 3.332958 2.848027 2.568006 0.078 -0.255 -0.456
N -1.188587 1.358780 -0.397031 -0.578 0.280 -0.358
N -1.001895 -1.149514 -1.084324 -0.218 0.729 0.426
N 2.057179 -2.506284 3.627666 -0.217 -0.198 -0.096
C 1.454536 -1.790271 2.755683 -0.655 0.787 -1.134
C -1.342612 1.691055 2.681065 -0.213 0.007 0.151
C 4.438586 -2.456567 4.109068 -0.220 -0.371 -0.460
C -0.047510 1.399988 2.245813 0.218 -0.555 -0.220
C -3.172449 -1.265965 -2.253822 -0.015 -0.156 -0.078
C -1.581355 2.595615 3.702706 0.054 -0.037 -0.126
C -1.156930 2.689863 -0.250980 0.092 0.282 -0.055
C -3.222062 1.625618 -1.646175 0.274 -0.535 0.178
C 0.711065 -2.647684 -1.604052 0.401 0.195 0.057
C -2.210257 0.825531 -1.116213 -0.397 0.727 -0.069
C 1.752818 -2.457984 5.050913 0.263 0.343 1.190
C 2.941250 -1.783834 5.774636 -0.673 -0.154 -0.017
C 1.022653 2.020012 2.900081 0.113 0.138 0.109
C -2.118739 -0.603424 -1.441909 0.589 -0.795 -0.034
C 2.479454 1.704682 2.581658 -0.934 -1.061 0.312
C -2.115740 3.541724 -0.771429 -0.166 -0.191 -0.119
C -0.514848 3.228115 4.318681 0.000 0.121 0.053
C 4.608292 2.772693 3.191761 0.835 0.311 0.561
C -3.187622 2.997577 -1.465067 0.346 0.152 0.235
C 0.776765 2.923207 3.930815 -0.021 -0.127 -0.176
C 3.317452 -3.173494 3.327598 1.187 -0.136 0.049
C 2.982641 3.941732 1.734139 -0.057 1.073 -0.344
H 0.447729 -4.436872 -2.605017 -0.051 0.063 0.022
H 1.997212 4.330366 2.004714 0.014 -0.110 0.041
H -3.970237 3.625321 -1.862963 -0.056 0.047 -0.050
H 4.564191 -1.438450 3.705765 0.028 0.011 0.042
H -3.128397 -2.352515 -2.192374 -0.063 0.064 0.024
H 5.253481 2.024072 2.710337 -0.221 -0.067 -0.105
H -2.029410 4.607019 -0.624781 0.046 0.057 0.038
H 2.918978 3.624656 0.686197 0.033 -0.213 0.088
H 4.512142 2.474663 4.240905 -0.149 -0.087 -0.065
H -4.165317 -0.964394 -1.927619 -0.014 -0.013 0.042
H -2.592984 2.805697 4.008439 -0.134 0.042 0.062
H 3.250106 -4.207883 3.673260 -0.104 0.057 -0.103
H 2.603356 1.126347 -0.878076 -0.009 -0.047 -0.227
H 1.615358 3.386383 4.429624 0.058 0.157 0.166
H 1.565979 2.191618 -1.265796 -0.010 0.025 -0.221
H -2.200915 1.212988 2.218686 0.045 -0.026 0.007
H 2.500852 1.199818 1.601846 0.313 0.294 0.174
H -0.326540 3.086043 0.315980 -0.028 -0.036 0.054
H 3.711583 4.742559 1.819012 0.027 -0.049 0.028
H -3.067280 -0.980721 -3.300755 -0.012 0.023 -0.128
H -0.689757 3.959839 5.090783 -0.006 0.021 0.167
H 1.650622 -3.483795 5.417327 -0.093 0.094 -0.154
H 5.376689 -3.005696 4.010005 -0.086 0.105 -0.115
H -4.030523 1.181103 -2.204460 -0.017 -0.053 -0.035
H 5.121441 3.730507 3.151983 -0.084 -0.001 -0.067
H -1.279744 -2.987262 -1.983439 0.075 0.292 0.138
H 2.977573 -0.720284 5.490847 0.046 0.027 -0.003
H 2.814298 -1.861954 6.855591 -0.086 0.093 -0.111
H 3.515559 -3.152833 2.257482 -0.071 -0.035 -0.021
H 2.853251 1.003232 3.331285 0.175 0.036 -0.078
H 0.830844 -1.907150 5.232056 -0.020 -0.071 -0.067
H 2.073892 -3.978086 -2.301199 -0.066 0.112 0.106
```
Forces are in eV/Å.

Results
Spin multiplicity: 5
Energy relative to the best compared isomer or geometry (same formula, charge and spin): 55.1 kJ/mol
<S²>: 6.0236
Net charge: +3
Gap between HOMO and LUMO (alpha / beta): 7.66 / 5.47 eV
Energy: -1879.10295 a.u.
E_LUMO (alpha / beta): -8.93 / -10.84 eV

How positive or negative is each atom? The natural (NBO) charges in e answer that: number 1, Os, carries 1.30; number 2, S, carries -0.19; number 3, O, carries -0.96; number 4, O, carries -0.49; number 5, N, carries -0.42; number 6, N, carries -0.58; number 7, N, carries -0.72; number 8, N, carries 0.03; number 9, N, carries -0.50; number 10, N, carries -0.30; number 11, N, carries -0.43; number 12, C, carries 0.69; number 13, C, carries -0.23; number 14, C, carries -0.07; number 15, C, carries -0.28; number 16, C, carries -0.70; number 17, C, carries -0.17; number 18, C, carries 0.09; number 19, C, carries -0.19; number 20, C, carries 0.33; number 21, C, carries 0.15; number 22, C, carries -0.24; number 23, C, carries -0.07; number 24, C, carries -0.10; number 25, C, carries 0.32; number 26, C, carries -0.29; number 27, C, carries -0.21; number 28, C, carries -0.18; number 29, C, carries -0.47; number 30, C, carries -0.09; number 31, C, carries -0.16; number 32, C, carries -0.24; number 33, C, carries -0.48; number 34, H, carries 0.43; number 35, H, carries 0.27; number 36, H, carries 0.27; number 37, H, carries 0.15; number 38, H, carries 0.24; number 39, H, carries 0.27; number 40, H, carries 0.26; number 41, H, carries 0.27; number 42, H, carries 0.27; number 43, H, carries 0.27; number 44, H, carries 0.25; number 45, H, carries 0.24; number 46, H, carries 0.51; number 47, H, carries 0.21; number 48, H, carries 0.51; number 49, H, carries 0.22; number 50, H, carries 0.27; number 51, H, carries 0.22; number 52, H, carries 0.26; number 53, H, carries 0.28; number 54, H, carries 0.25; number 55, H, carries 0.24; number 56, H, carries 0.24; number 57, H, carries 0.26; number 58, H, carries 0.26; number 59, H, carries 0.41; number 60, H, carries 0.15; number 61, H, carries 0.24; number 62, H, carries 0.23; number 63, H, carries 0.24; number 64, H, carries 0.23; number 65, H, carries 0.45

=====

The following is a DFT calculation (ωB97M-V/def2-TZVPD) of a single C22H32O2 molecule.

```
56
Properties=species:S:1:pos:R:3:forces:R:3
O -2.840572 0.706759 -1.268952 0.182 -0.112 -0.008
O -4.692798 1.929156 -1.426567 -0.484 0.433 -0.099
C 1.077931 2.791166 -1.051659 -0.163 0.024 -0.057
C -3.951919 0.300795 1.936191 -0.175 -0.127 -0.039
C 3.206328 -1.974489 1.167400 -0.075 -0.158 0.137
C 1.788584 -1.920746 0.682168 -0.017 0.072 -0.018
C -2.780613 0.767800 2.339240 0.052 0.031 0.030
C 0.243209 1.785388 -0.321367 0.003 -0.029 -0.043
C 0.323818 2.012509 1.166137 0.017 0.055 0.056
C 4.619282 1.118598 0.202515 0.079 0.021 0.117
C -4.894102 -0.150996 -0.331500 0.107 -0.103 0.120
C 1.731428 -2.033756 -0.821479 0.049 -0.078 -0.043
C -1.580768 -3.272583 -1.665648 0.049 0.127 0.154
C -0.776568 -2.133736 -1.040682 0.032 -0.086 -0.106
C 4.007271 -0.942898 1.385788 0.021 0.076 0.149
C -0.395468 1.388590 2.086068 -0.051 -0.093 0.096
C 3.679058 0.510424 1.203695 0.042 -0.082 -0.084
C 0.629578 -2.119193 -1.551393 -0.161 0.025 -0.015
C -4.013639 0.843724 -1.042328 0.048 0.003 -0.051
C 3.004551 1.294218 -1.730136 -0.057 0.077 0.128
C -4.175789 -0.746347 0.886482 -0.018 0.186 -0.091
C 4.336580 1.443551 -1.049325 0.078 0.019 -0.163
C -1.436328 0.345497 1.818068 0.073 -0.003 -0.023
C 2.244483 2.586388 -1.643783 0.052 -0.037 -0.191
H 5.628737 1.270094 0.565602 0.128 0.076 -0.046
H -4.798226 -1.542905 1.301983 0.052 -0.038 -0.058
H -1.496984 0.145295 0.750440 0.017 -0.136 -0.033
H -1.133907 -4.234232 -1.420779 -0.003 -0.109 -0.017
H 3.821168 1.021822 2.161969 -0.122 0.036 -0.034
H 1.225920 -2.746094 1.128664 -0.040 0.091 0.055
H 0.563304 0.769515 -0.561726 -0.042 -0.077 -0.049
H 0.667606 3.794389 -1.051620 0.051 0.148 -0.030
H 2.440330 0.474232 -1.292788 -0.029 -0.040 -0.083
H 0.718066 -2.185289 -2.628633 0.116 0.003 -0.160
H -0.248903 1.633477 3.131034 0.089 0.099 0.104
H -5.130818 -0.944503 -1.045157 -0.052 0.066 -0.046
H 2.647055 0.648549 0.895857 -0.099 0.034 0.060
H -1.605654 -3.172351 -2.748577 -0.027 -0.031 -0.119
H -1.142001 -0.582278 2.325028 0.034 -0.047 -0.079
H -5.820438 0.346124 -0.043464 -0.013 -0.081 -0.030
H -0.781957 -2.236097 0.045338 -0.039 0.106 0.063
H 5.112614 1.891699 -1.657723 0.158 0.019 0.013
H 1.308810 -0.991931 1.001075 -0.070 0.001 0.065
H -2.757661 1.521950 3.115595 -0.097 0.096 0.096
H 2.744672 3.424440 -2.114728 -0.018 0.162 0.000
H -2.604408 -3.264279 -1.296832 -0.124 -0.048 -0.013
H 1.050909 2.751499 1.478412 0.063 0.062 0.140
H -1.255830 -1.184065 -1.298109 -0.024 0.020 0.132
H 3.177900 1.062131 -2.785564 -0.046 -0.106 0.047
H -3.230705 -1.179966 0.564495 0.011 -0.102 -0.015
H -0.796618 1.870799 -0.648134 0.046 -0.089 -0.033
H 5.022217 -1.130743 1.715291 0.102 -0.123 0.006
H 3.597531 -2.974029 1.312319 0.146 -0.062 0.024
H -4.112414 2.553008 -1.891484 0.144 -0.287 0.095
H -4.858900 0.695195 2.377747 -0.058 0.110 0.132
H 2.695025 -2.035278 -1.314449 0.064 0.009 -0.145
```
Forces are in eV/Å.

Results
Energy relative to the best compared isomer or geometry (same formula, charge and spin): 142.7 kJ/mol
Gap between HOMO and LUMO: 9.45 eV
Energy: -1007.87866 a.u.
E_LUMO: 0.64 eV

How positive or negative is each atom? The natural (NBO) charges in e answer that: number 1, O, carries -0.62; number 2, O, carries -0.68; number 3, C, carries -0.17; number 4, C, carries -0.20; number 5, C, carries -0.17; number 6, C, carries -0.50; number 7, C, carries -0.16; number 8, C, carries -0.52; number 9, C, carries -0.18; number 10, C, carries -0.17; number 11, C, carries -0.51; number 12, C, carries -0.20; number 13, C, carries -0.60; number 14, C, carries -0.45; number 15, C, carries -0.17; number 16, C, carries -0.17; number 17, C, carries -0.50; number 18, C, carries -0.16; number 19, C, carries 0.81; number 20, C, carries -0.50; number 21, C, carries -0.43; number 22, C, carries -0.16; number 23, C, carries -0.51; number 24, C, carries -0.17; number 25, H, carries 0.20; number 26, H, carries 0.22; number 27, H, carries 0.24; number 28, H, carries 0.20; number 29, H, carries 0.22; number 30, H, carries 0.22; number 31, H, carries 0.22; number 32, H, carries 0.19; number 33, H, carries 0.23; number 34, H, carries 0.19; number 35, H, carries 0.20; number 36, H, carries 0.24; number 37, H, carries 0.22; number 38, H, carries 0.20; number 39, H, carries 0.22; number 40, H, carries 0.23; number 41, H, carries 0.20; number 42, H, carries 0.20; number 43, H, carries 0.22; number 44, H, carries 0.20; number 45, H, carries 0.20; number 46, H, carries 0.20; number 47, H, carries 0.21; number 48, H, carries 0.24; number 49, H, carries 0.22; number 50, H, carries 0.22; number 51, H, carries 0.25; number 52, H, carries 0.20; number 53, H, carries 0.20; number 54, H, carries 0.50; number 55, H, carries 0.20; number 56, H, carries 0.21